C3H2N2O2 | wB97M-V/def2-TZVPD

The geometry in XYZ format:
```
9
Properties=species:S:1:pos:R:3:forces:R:3
O 0.837 0.967 -2.475 0.555 2.393 -1.134
C 0.285 0.682 -1.502 -0.275 -5.885 0.400
C 0.061 0.785 -0.060 -2.581 1.243 -0.022
N -1.096 0.199 0.348 1.064 3.275 -1.011
C -0.641 -0.608 1.276 1.790 0.022 -0.405
N 0.679 -0.605 1.311 1.245 -1.739 4.249
O 1.166 0.501 0.626 -2.864 -1.590 -1.156
H 0.016 -0.670 -1.346 0.602 2.641 -1.172
H -1.307 -1.253 1.822 0.464 -0.360 0.252
```
Positions in Å, forces in eV/Å.

## Properties
HOMO level ... -9.8667 eV
Relative energy (zero: lowest compared OMol25 entry of this formula, charge and spin) ... 5.108 eV